A 8-piece molecular cluster, C32H32B2N5O17 overall at a distorted geometry, computed with wB97M-V/def2-TZVPD.

```
88
Properties=species:S:1:pos:R:3
N 0.239 -0.627 0.142
H 0.758 -0.172 0.880
H 0.087 -1.591 0.400
H 0.799 -0.570 -0.697
H -0.733 -0.368 0.057
O 5.518 -3.044 1.865
C 5.158 -1.879 1.896
O 5.847 -0.763 2.264
B 4.990 0.406 2.341
O 3.682 -0.080 1.806
C 3.773 -1.407 1.636
O 2.823 -2.126 1.394
O 4.934 0.862 3.773
C 5.201 2.190 3.842
O 5.045 2.973 4.780
C 5.680 2.618 2.435
O 5.543 1.556 1.596
O 6.119 3.686 2.103
O -2.731 3.270 1.037
C -2.420 3.428 -0.116
O -3.055 4.266 -0.941
B -2.495 4.170 -2.301
O -1.601 3.012 -2.171
C -1.437 2.677 -0.896
O -0.765 1.726 -0.536
O -1.814 5.399 -2.606
C -2.110 5.796 -3.867
O -1.735 6.884 -4.352
C -3.152 4.799 -4.356
O -3.441 3.962 -3.406
O -3.814 4.891 -5.389
C -4.378 0.561 -2.428
C -3.589 -0.390 -3.329
C -2.172 -0.328 -2.716
O -2.525 -0.441 -1.314
C -3.774 0.182 -1.150
H -5.467 0.596 -2.454
H -4.109 1.595 -2.643
H -3.545 0.013 -4.341
H -4.118 -1.337 -3.431
H -1.664 0.621 -2.886
H -1.470 -1.132 -2.940
H -3.745 1.046 -0.486
H -4.401 -0.584 -0.694
N -2.100 -1.299 1.924
C -2.694 -0.326 2.620
C -3.284 -0.557 3.895
C -3.170 -1.803 4.482
C -2.355 -2.694 3.821
C -1.892 -2.458 2.547
H -2.761 0.666 2.199
H -3.776 0.260 4.402
H -3.659 -2.032 5.417
H -2.070 -3.662 4.207
H -1.437 -3.276 2.009
N 0.195 -3.498 0.081
C 1.097 -4.518 0.139
C 1.096 -5.651 -0.615
C 0.035 -5.823 -1.564
C -0.969 -4.805 -1.683
C -0.857 -3.740 -0.769
H 1.854 -4.420 0.902
H 1.900 -6.344 -0.415
H 0.028 -6.742 -2.130
H -1.735 -4.873 -2.441
H -1.721 -3.093 -0.756
N 0.707 0.800 2.517
C 0.491 2.195 2.472
C 1.152 3.000 3.391
C 1.917 2.460 4.454
C 1.991 1.108 4.508
C 1.369 0.293 3.548
H -0.107 2.565 1.652
H 1.139 4.080 3.382
H 2.149 3.114 5.281
H 2.376 0.695 5.429
H 1.396 -0.769 3.745
N 1.653 -0.447 -2.190
C 2.065 -1.552 -2.719
C 2.588 -1.681 -4.008
C 2.551 -0.531 -4.836
C 2.133 0.650 -4.254
C 1.708 0.671 -2.941
H 2.042 -2.355 -1.997
H 2.833 -2.667 -4.375
H 2.833 -0.456 -5.876
H 2.072 1.606 -4.753
H 1.283 1.562 -2.504
```

Values from the calculation:
orbital gap: 9.12 eV
charge: -1
molecular weight: 780.25 g mol⁻¹
electronic energy: -77325.9742 eV
spin multiplicity: 1
relative energy (zero: lowest compared OMol25 entry of this formula, charge and spin): 40.7 kcal per mole
HOMO level: -7.4 eV

Results of the Löwdin charge analysis, in e, for atoms 1 through 2: 0.263, 0.061